No. 1
15
Properties=species:S:1:pos:R:3:forces:R:3:mulliken_charge:R:1 method="wB97M-V/def2-TZVPD" relative_energy_kcal_mol=35.4 lumo_energy_ev="0.59 / -2.40" spin_multiplicity=3
S -1.8884 0.2272 -0.8127 0.924 0.009 0.090 -0.118
N 0.6257 -1.9055 -1.8471 -0.542 -2.229 1.065 -0.614
N -1.2422 0.2693 1.6895 6.524 0.568 1.112 -0.519
C 1.0693 0.2997 1.7646 5.342 0.418 5.098 -1.108
C -2.1816 0.1030 0.8833 -6.585 -0.083 -2.708 -0.151
C -0.0345 0.3103 1.0201 -5.861 -0.392 -0.968 0.517
C 0.9140 0.6517 -1.5656 -0.577 -0.144 -0.117 -0.648
C -0.1201 0.1595 -0.4253 -0.464 0.523 -0.745 0.522
C 0.5727 -0.7591 -1.3979 0.650 1.386 0.521 0.336
H -3.2376 0.2210 1.1868 0.641 -0.265 -0.169 0.370
H 1.9187 1.0376 -1.3138 -0.745 -0.398 0.213 0.252
H 0.4143 1.1789 -2.3849 0.254 -0.081 0.211 0.239
H 2.1080 0.3642 1.4822 -0.116 -0.090 -0.698 0.341
H 0.9705 0.4013 2.8845 -0.161 -0.220 -1.483 0.290
H 0.1111 -2.5591 -1.1637 0.715 0.999 -1.421 0.292


No. 2
16
Properties=species:S:1:pos:R:3:forces:R:3:mulliken_charge:R:1 method="wB97M-V/def2-TZVPD" relative_energy_kcal_mol=159.4 charge=+1 lumo_energy_ev=-5.43 spin_multiplicity=1
O 2.7208 -1.4453 0.0191 1.643 -1.913 -0.509 -0.625
N 0.7255 -0.6309 0.0564 -1.682 0.111 0.685 -0.151
N 0.1465 0.5667 0.0588 0.682 3.903 -0.906 0.230
N 2.0277 -0.4802 -0.0238 1.472 0.080 1.289 0.587
C -2.1920 -1.1472 0.1226 0.611 -3.826 -0.587 -0.163
C -1.1962 1.0264 -0.0427 -1.897 -3.289 -0.541 0.103
C 2.3450 0.8081 0.0659 1.732 1.997 -0.199 -0.291
C 1.1724 1.4804 0.0171 -1.182 -0.061 1.308 -0.273
C -2.3227 0.2336 -0.0851 0.989 3.100 1.672 -0.679
C -1.9020 -2.3496 0.1041 -1.183 2.434 0.157 0.140
H -3.2779 0.8601 0.0542 1.276 -1.550 -0.743 0.316
H -1.2440 2.0445 -0.2755 0.085 1.383 0.107 0.299
H 1.0437 2.5430 0.1962 -0.327 -0.257 -0.334 0.376
H 3.3686 1.2076 0.2083 -0.895 -0.726 -0.340 0.423
H -1.8317 -3.4334 0.1136 0.094 0.688 0.067 0.410
H 0.4164 -1.2838 -0.5892 -1.419 -2.075 -1.127 0.297


No. 3
17
Properties=species:S:1:pos:R:3:forces:R:3:mulliken_charge:R:1 method="wB97M-V/def2-TZVPD" relative_energy_kcal_mol=98.8 lumo_energy_ev=0.13 spin_multiplicity=1 smiles="Cn1ncc2c(=O)nc[nH]c21"
O -3.3419 -1.6357 0.0815 3.963 4.351 0.725 -0.543
N 1.2726 -0.4685 -0.0066 0.004 5.919 -0.607 0.835
N -0.4817 1.3603 -0.2687 3.372 -0.613 1.234 -0.176
N 1.3757 -1.7471 -0.1075 -5.270 -2.594 0.502 -1.000
N -2.7016 0.7148 0.1103 -2.725 -3.655 0.744 -0.508
C 2.4992 0.4119 0.1708 2.237 -0.371 1.798 -0.728
C -1.7783 1.5155 -0.0581 -0.101 4.115 -2.155 0.076
C -2.4502 -0.7179 0.0995 -0.873 -2.424 -2.417 0.396
C -0.9238 -0.9535 -0.2552 -1.643 -4.605 1.204 0.236
C 0.0055 -2.1017 -0.1933 1.493 1.466 0.290 -0.478
C -0.0616 0.0158 -0.2227 4.763 3.903 1.406 0.043
H 2.3265 1.5209 0.5907 -0.106 -2.760 -1.194 0.234
H 3.3871 -0.0822 0.9433 -3.228 1.038 -1.752 0.263
H 3.1123 0.3949 -0.7481 -0.723 0.512 0.119 0.317
H -0.0070 2.2010 0.1371 0.315 -1.590 -0.966 0.289
H -0.3479 -3.0198 0.1427 -0.036 -1.911 -0.305 0.457
H -1.8850 2.5912 -0.4157 -1.443 -0.781 1.374 0.286


No. 4
24
Properties=species:S:1:pos:R:3:forces:R:3:mulliken_charge:R:1 method="wB97M-V/def2-TZVPD" lumo_energy_ev=-2.64 spin_multiplicity=1 smiles="O=[N+]([O-])c1cc([N+](=O)[O-])c2no[n+]([O-])c2c1.NN"
O 1.5681 -3.2137 2.2749 0.258 1.183 0.206 -0.664
O 2.9107 -1.3681 2.3611 -1.449 -0.101 0.260 -0.166
O 0.4214 3.7392 2.3602 1.419 -1.869 0.153 -0.584
O -3.3531 -1.1272 2.3092 1.243 2.165 0.265 -0.600
O -3.5010 1.0436 2.6201 1.544 -1.702 -0.292 -0.585
O 2.4615 2.9647 2.5187 -2.107 -1.181 -0.101 -0.542
N -1.3269 -2.0783 -0.4450 -0.170 0.161 0.224 -0.358
N -2.8313 0.0076 2.4403 -2.919 -0.255 -0.215 0.962
N 1.6607 -2.0016 2.3769 -0.896 0.558 -0.510 0.819
N -1.8458 -3.4130 -0.1531 -0.323 0.101 -0.172 -0.617
N 1.2352 2.7863 2.4511 0.427 2.816 0.051 0.912
N 2.7539 0.0056 2.4293 -1.883 0.107 0.243 -0.506
C -1.3956 0.1087 2.3634 1.451 -1.762 0.299 -0.316
C 0.6885 -0.9917 2.4206 2.177 -0.963 -0.175 0.276
C 1.4122 0.2140 2.4896 1.985 0.924 -0.637 0.573
C -0.7424 1.3601 2.4646 1.091 0.354 -0.099 -0.300
C -0.6832 -1.1023 2.2956 -1.450 0.658 0.734 -0.152
C 0.6527 1.4570 2.4743 -1.259 -1.130 0.097 -0.393
H -1.1686 -2.0802 2.3276 0.024 0.509 -0.279 0.630
H -1.3436 2.2689 2.5196 0.255 -0.298 -0.091 0.605
H -1.9666 -1.6951 -1.1436 0.427 -0.095 0.077 0.233
H -0.4386 -2.2392 -0.9051 -0.098 0.079 -0.317 0.216
H -2.7766 -3.2507 0.2450 0.547 -0.225 0.134 0.285
H -1.2405 -3.7820 0.5741 -0.295 -0.034 0.144 0.271


No. 5
14
Properties=species:S:1:pos:R:3:forces:R:3:mulliken_charge:R:1 method="wB97M-V/def2-TZVPD" relative_energy_kcal_mol=1.3 charge=+1 lumo_energy_ev="-3.60 / -7.90" spin_multiplicity=3
O 0.2289 1.8927 -0.5041 -1.584 -2.541 6.994 -0.288
N 0.3079 -0.4638 -0.0913 -0.087 0.085 1.125 0.159
C 0.6160 1.2172 -1.5774 0.077 -2.439 -3.810 -0.344
C -0.0195 0.6889 0.5729 2.243 4.431 -6.034 0.264
C -0.7821 -0.9420 1.7193 -1.637 -0.156 4.680 -0.348
C -0.0540 -1.5462 0.6896 -0.151 3.916 -0.473 -0.265
C -0.7568 0.4499 1.6644 -3.406 -0.788 3.572 -0.394
C 0.5786 -0.2331 -1.3446 0.144 -0.701 -2.598 -0.209
H 1.6104 1.2764 -1.9324 1.792 1.528 0.002 0.301
H -1.4148 1.1014 2.3408 1.683 -0.850 -1.184 0.391
H -1.1943 -1.4560 2.6589 0.578 0.577 -1.892 0.350
H 0.6645 -0.9708 -2.1289 0.156 -0.159 0.343 0.477
H 0.1965 -2.4745 0.3908 0.533 -3.091 -0.627 0.539
H 0.0186 1.4600 -2.4581 -0.341 0.188 -0.101 0.367


No. 6
16
Properties=species:S:1:pos:R:3:forces:R:3:mulliken_charge:R:1 method="wB97M-V/def2-TZVPD" relative_energy_kcal_mol=0.0 charge=+1 lumo_energy_ev=-4.63 spin_multiplicity=1
S -0.2602 2.1443 0.1458 -0.721 0.731 -0.486 -0.064
O 2.6287 1.1637 -0.0381 1.452 0.727 -0.572 -0.392
O 1.6770 -1.2605 0.1430 0.796 0.543 0.147 -0.407
N -1.1651 -1.6684 0.0764 -5.630 2.230 -1.291 -0.463
C -1.2153 -0.2864 -0.0071 2.871 -1.674 0.026 0.327
C -2.3340 0.5714 -0.1941 -0.589 -1.779 1.759 -0.521
C -1.9420 1.8559 -0.0842 -0.302 1.734 -1.336 -0.189
C 0.0567 0.4518 0.0755 -2.433 0.848 0.306 -0.273
C 1.2385 -0.1860 0.1523 0.085 -1.895 -0.343 1.198
C 3.7579 0.8445 -0.4114 0.174 -1.473 -0.350 0.028
H 3.9980 -0.2574 -0.4818 -0.301 0.746 0.144 0.209
H -0.3753 -2.1836 -0.1261 2.118 -0.916 -0.356 0.240
H -3.4033 0.2568 -0.0190 1.348 0.255 -0.912 0.335
H -2.0516 -2.0540 -0.3929 1.949 0.260 1.293 0.294
H -2.6723 2.6449 -0.4040 1.091 -0.319 1.082 0.396
H 4.6580 1.4762 -0.7727 -1.908 -0.018 0.889 0.282


No. 7
17
Properties=species:S:1:pos:R:3:forces:R:3:mulliken_charge:R:1 method="wB97M-V/def2-TZVPD" relative_energy_kcal_mol=91.0 charge=-1 lumo_energy_ev=2.92 spin_multiplicity=1
S 2.1011 1.5023 0.3094 -0.142 -0.515 0.036 -0.236
O -3.1808 0.3182 -0.9507 -0.174 0.703 -1.680 -0.696
O 1.8833 -2.3139 0.7541 0.721 1.610 0.165 -0.462
O -3.5420 -0.5679 1.0455 -0.467 -0.683 1.166 -0.707
N 1.5288 -1.2338 -0.1560 -0.525 -1.066 -0.932 -0.309
C 1.0864 -0.0495 0.5153 0.353 -1.015 3.221 0.076
C -1.3285 -0.5621 0.3069 -1.548 3.171 -2.045 -0.548
C -0.2738 1.4645 -0.7492 -1.468 2.140 -0.978 -0.777
C 0.7922 2.2570 -0.6062 0.617 -0.446 -0.821 -0.164
C -0.3197 0.2633 0.0090 0.378 -0.796 1.339 0.193
C -2.8492 -0.2573 0.0767 1.297 0.124 0.249 0.368
H -1.1033 1.8166 -1.3900 0.335 -0.580 0.579 0.364
H 1.8001 -3.1010 0.2241 -0.372 -0.246 -0.438 0.330
H 2.2933 -0.9192 -0.6955 1.715 -0.523 -0.585 0.320
H -1.2066 -1.3810 0.8771 0.847 -2.742 2.006 0.518
H 1.3037 -0.3848 1.6305 -1.341 1.144 -1.731 0.365
H 1.0150 3.1485 -1.2010 -0.224 -0.281 0.446 0.365


No. 8
14
Properties=species:S:1:pos:R:3:forces:R:3:mulliken_charge:R:1 method="wB97M-V/def2-TZVPD" relative_energy_kcal_mol=78.2 charge=-1 lumo_energy_ev=3.84 spin_multiplicity=1
S 0.6548 1.0312 3.0798 0.453 0.323 0.407 -0.545
N 0.4912 0.5117 1.4245 0.106 -0.496 -0.940 0.250
C -0.7353 0.1385 1.1431 0.562 -0.723 0.578 -0.221
C -0.6420 -1.0636 -1.7443 2.124 -5.032 1.829 -0.712
C -1.8776 0.5917 0.7205 0.845 2.696 -1.834 -0.700
C 1.5326 -0.2128 -0.6731 3.806 0.703 -0.656 -0.366
C 0.4712 -0.6544 -1.2477 -0.680 -1.003 -0.798 0.034
C 1.5724 0.3718 0.5969 1.033 1.019 2.788 -0.164
H 2.5433 0.5501 1.1331 -1.239 -0.184 -0.737 0.246
H -1.1917 -0.4575 -2.2742 -3.267 3.085 -2.902 0.370
H 2.6078 -0.2475 -1.2009 -2.611 -0.047 0.984 0.154
H -0.9490 -2.1618 -1.6540 0.179 1.589 -0.010 0.165
H -1.7662 1.6603 0.1702 -0.940 -2.051 1.266 0.184
H -2.7114 -0.0577 0.5261 -0.373 0.122 0.026 0.304


Calculated total energy (eV), listed in the same order as above: -20128.38547 -12823.11246 -14323.23317 -27532.76520 -9844.05647 -22730.45681 -24785.36908 -18639.68487
Calculated molar mass (g mol⁻¹), listed in the same order as above: 138.20 136.13 150.14 258.15 108.12 156.19 172.19 124.19